This record from the OMol25 dataset describes a structure of composition C47H32N6Ru in a non-equilibrium geometry. The level of theory is ωB97M-V with the def2-TZVPD basis set.

```
! wB97M-V def2-TZVPD RIJCOSX def2/J DEFGRID3
* xyz 2 1
Ru 0.0401 -0.0180 0.1497
C 2.7911 -6.9826 -1.2187
C 3.6958 -5.9391 -1.3625
C 3.2710 -4.6317 -1.2407
C 1.9265 -4.3490 -0.9752
C 1.0121 -5.4069 -0.8852
C 1.4471 -6.7118 -0.9979
C 1.4654 -2.9835 -0.7457
C 2.1531 -2.1708 0.1653
C 3.3492 -2.4899 0.8757
C 3.7929 -1.3304 1.4539
C 2.8235 -0.3292 1.1638
C 2.8267 0.9904 1.7179
C 4.0535 1.7387 1.7414
C 5.1612 1.2848 0.9864
C 6.3387 1.9967 0.9470
C 6.4560 3.2013 1.6313
C 5.3627 3.6981 2.3340
C 4.1771 2.9967 2.3692
C 1.5947 1.4565 2.2715
N 0.3743 1.1577 1.7431
C -0.5837 1.6416 2.6030
C -1.9711 1.5865 2.3750
C -2.8847 1.9586 3.4592
C -2.8674 3.2058 4.0881
C -3.7376 3.4689 5.1298
C -4.6158 2.4891 5.5741
C -4.6358 1.2457 4.9590
C -3.7945 0.9872 3.8961
C -2.5469 1.1281 1.1707
C -3.9171 1.2605 0.7980
C -4.0339 0.7695 -0.4751
C -2.7460 0.2990 -0.8634
N -1.8580 0.5429 0.1445
C -2.4848 -0.4567 -2.0311
C -1.3823 -1.3224 -2.1271
C -1.1763 -2.3270 -3.1178
C -0.1336 -3.1025 -2.6903
C 0.3443 -2.5264 -1.4788
N -0.4005 -1.4307 -1.1730
C -3.4466 -0.3522 -3.1312
C -3.7298 0.9337 -3.6104
C -4.5328 1.1120 -4.7168
C -5.1011 0.0168 -5.3494
C -4.8705 -1.2579 -4.8550
C -4.0497 -1.4465 -3.7591
C 0.0660 2.1959 3.7423
C 1.4164 2.1137 3.5212
N 1.8254 -0.8588 0.4221
H 3.1287 -8.0040 -1.2894
H 4.7337 -6.1450 -1.5761
H 3.9605 -3.8163 -1.4077
H -0.0264 -5.1955 -0.6760
H 0.7410 -7.5228 -0.9079
H 3.8043 -3.4566 0.9474
H 4.6390 -1.2032 2.1006
H 5.0768 0.3841 0.3999
H 7.1712 1.6252 0.3687
H 7.3772 3.7637 1.5922
H 5.4350 4.6444 2.8493
H 3.3325 3.4317 2.8749
H -2.2096 3.9847 3.7297
H -3.7360 4.4441 5.5959
H -5.2833 2.7020 6.3946
H -5.3067 0.4764 5.3075
H -3.7919 0.0152 3.4255
H -4.6955 1.6715 1.4097
H -4.9244 0.6859 -1.0653
H -1.7426 -2.4362 -4.0198
H 0.2871 -3.9572 -3.1801
H -3.2700 1.7831 -3.1267
H -4.7201 2.1071 -5.0863
H -5.7290 0.1657 -6.2119
H -5.3366 -2.1077 -5.3279
H -3.9146 -2.4375 -3.3532
H -0.4199 2.5906 4.6107
H 2.1901 2.3762 4.2154
N 0.1024 2.8270 -1.6322
C 0.4233 3.3851 -2.8119
C 1.2281 2.4882 -3.4797
C 1.3504 1.3987 -2.6135
N 0.6665 1.6188 -1.4946
H -0.4559 3.2192 -0.8859
H 0.0681 4.3509 -3.1104
H 1.6771 2.6054 -4.4446
H 1.9017 0.4864 -2.7474
*
```

Computed properties:
- Energy: -60766.57408 eV
- LUMO (spin up / spin down): -0.305 / -0.304 Eh
- E_HOMO (spin up / spin down): -12.71 / -12.69 eV
- Maximum force: 1.9 eV/Å

This record from the OMol25 dataset describes an isolated molecule of C17H22N6 in a non-equilibrium geometry. The level of theory is ωB97M-V with the def2-TZVPD basis set.

```
! wB97M-V def2-TZVPD RIJCOSX def2/J DEFGRID3
* xyz 0 1
C 1.4560 -2.4283 -1.6984
C 2.0441 -1.0390 -1.9628
N 1.1166 0.0543 -1.7734
C 0.4046 0.5153 -2.9369
C -0.9840 -0.1200 -3.1515
C -1.9003 -0.0533 -1.9253
N -1.6040 -1.1088 -0.9921
C -1.4098 -1.0117 0.3435
N -0.7869 -2.0533 0.9049
C -0.5798 -2.0596 2.2137
N -0.9116 -1.1465 3.0950
C -1.5519 -0.1004 2.5704
N -2.0431 0.9842 3.2356
C -2.6051 1.7191 2.3276
N -2.5294 1.2022 1.0728
C -1.8434 0.0165 1.1875
C 1.0333 0.7008 -0.5507
C 0.4059 1.9428 -0.3957
C 0.3490 2.5636 0.8387
C 0.9076 1.9812 1.9575
C 1.5395 0.7490 1.8369
C 2.1317 0.0949 3.0466
C 1.5898 0.1275 0.6015
H 2.2527 -3.1683 -1.7124
H 0.7377 -2.6967 -2.4704
H 0.9637 -2.4643 -0.7287
H 2.4083 -1.0003 -2.9959
H 2.9095 -0.8806 -1.3136
H 1.0090 0.2959 -3.8241
H 0.2889 1.6004 -2.8994
H -1.4616 0.4057 -3.9807
H -0.8735 -1.1652 -3.4467
H -1.7753 0.9112 -1.4316
H -2.9454 -0.1458 -2.2578
H -1.2112 -1.9532 -1.3811
H -0.0644 -2.9319 2.5952
H -3.0948 2.6520 2.5305
H -2.9153 1.6063 0.2365
H -0.0336 2.4622 -1.2339
H -0.1419 3.5243 0.9195
H 0.8458 2.4662 2.9191
H 1.3301 -0.2654 3.6916
H 2.7262 0.8090 3.6137
H 2.7584 -0.7499 2.7710
H 2.0578 -0.8420 0.5538
*
```

Computed properties:
- Energy above the lowest of the compared OMol25 structures with the same formula, charge and spin: 0.0 kJ/mol
- Energy: -26927.59281 eV
- LUMO: 0.019 Eh
- E_HOMO: -7.47 eV
- Maximum force: 1.3 eV/Å
- SMILES: CCN(CCCNc1ncnc2nc[nH]c12)c1cccc(C)c1

This record from the OMol25 dataset describes an isolated molecule of CH4P2 in a non-equilibrium geometry. The level of theory is ωB97M-V with the def2-TZVPD basis set.

```
! wB97M-V def2-TZVPD RIJCOSX def2/J DEFGRID3
* xyz 0 1
C -0.3619 -0.2407 0.1659
P 0.1062 0.3693 1.6668
P 0.8765 0.6368 -0.8721
H -1.1109 -0.8416 -0.0954
H -0.9529 -0.2145 2.4356
H 1.4165 -0.5551 -1.3910
H 0.0265 0.8458 -1.9097
*
```

Computed properties:
- Energy above the lowest of the compared OMol25 structures with the same formula, charge and spin: 91.1 kJ/mol
- Energy: -19676.88437 eV
- LUMO: -0.002 Eh
- E_HOMO: -9.44 eV
- Maximum force: 6.4 eV/Å
- SMILES: C1=[PH]=[PH2]1

This record from the OMol25 dataset describes a structure of composition C20H19ClN3O3Ru in a non-equilibrium geometry. The level of theory is ωB97M-V with the def2-TZVPD basis set.

```
! wB97M-V def2-TZVPD RIJCOSX def2/J DEFGRID3
* xyz 3 5
Ru -0.0301 -0.2423 1.1851
O 0.6249 0.3869 3.2236
C 2.0646 0.7213 3.0895
C 2.2485 1.3579 1.8175
C 2.9323 2.5753 1.6639
C 3.1039 3.0292 0.3629
C 2.6366 2.3638 -0.7966
C 2.0057 1.2265 -0.5643
N 1.5627 0.9084 0.7681
H 0.4777 -0.4643 3.7775
H 2.6087 -0.2620 3.2727
H 2.4149 1.3171 3.9532
H 3.3780 3.0472 2.5281
H 3.8868 3.7937 0.2360
H 2.7149 2.8241 -1.8087
H 1.7520 0.5336 -1.3736
O -0.4469 -5.2773 -4.7640
C 0.4724 -4.7754 -3.8807
O 1.4402 -5.4557 -3.5138
C 0.1248 -3.5053 -3.1338
C 0.8084 -3.3827 -1.8799
C 0.6020 -2.2276 -1.1236
C -0.4686 -1.3257 -1.4546
C -1.0040 -1.3767 -2.7313
C -0.6752 -2.4012 -3.5864
N -1.0258 -0.5039 -0.4845
C -1.9407 0.4323 -0.7926
C -2.1140 1.5121 0.1005
C -3.0544 2.5644 0.0295
C -3.0008 3.5699 0.9692
C -2.2117 3.5479 2.0996
C -1.3167 2.4611 2.1641
N -1.2990 1.4544 1.2498
H -1.0681 -4.5455 -4.9402
H 1.4345 -4.2923 -1.5766
H 1.1653 -2.1646 -0.1720
H -1.8162 -0.7064 -3.0546
H -1.0458 -2.3764 -4.6146
H -2.6130 0.3205 -1.6434
H -3.8513 2.4721 -0.7435
H -3.6600 4.4120 0.7904
H -2.2115 4.3934 2.8166
H -0.6035 2.1936 2.9707
Cl -0.4154 -2.3301 3.6882
C -1.2006 -1.6640 2.0476
H -2.2753 -1.5498 2.3515
H -1.1110 -2.5893 1.4772
*
```

Computed properties:
- Energy above the lowest of the compared OMol25 structures with the same formula, charge and spin: 271.6 kJ/mol
- Energy: -46731.60944 eV
- LUMO (spin up / spin down): -0.436 / -0.508 Eh
- Expectation value of S²: 6.08
- E_HOMO (spin up / spin down): -17.87 / -18.88 eV
- Maximum force: 4.4 eV/Å

This record from the OMol25 dataset describes a cluster of 2 separate species, C7H12BrCl3N2O4P in total in a non-equilibrium geometry. The level of theory is ωB97M-V with the def2-TZVPD basis set.

```
! wB97M-V def2-TZVPD RIJCOSX def2/J DEFGRID3
* xyz 1 1
C -0.2855 0.9665 -2.9212
O -0.8447 1.8480 -1.9401
C -0.6901 1.3801 -0.6199
C -1.2541 -0.0385 -0.4442
N -2.4445 -0.3970 -0.8938
C -2.5967 -1.7434 -0.5301
C -1.4703 -2.1081 0.1173
Br -1.0905 -3.8120 0.8516
N -0.5869 -1.0064 0.1786
C 0.7337 -0.9689 0.8359
P 2.2003 -1.0563 -0.2898
O 3.2233 -1.8389 0.3921
O 2.8034 0.4324 -0.5717
O 1.8619 -1.7605 -1.7163
H 0.1842 1.5655 -3.7201
H -1.1142 0.4156 -3.4073
H 0.4438 0.2438 -2.5156
H 0.3670 1.4400 -0.2968
H -1.2570 2.0620 0.0414
H -3.0664 0.2276 -1.3921
H -3.4888 -2.3116 -0.7840
H 0.7774 -1.8130 1.5371
H 0.7911 0.0074 1.3897
H 2.3401 0.8973 -1.2880
H 2.4058 -1.3453 -2.4075
C 0.3956 1.8589 4.0707
Cl 1.4523 1.2584 2.7752
Cl -1.1838 1.0690 3.9835
Cl 1.1390 1.6037 5.6396
H 0.2544 2.9235 3.9256
*
```

Computed properties:
- Energy: -135516.93472 eV
- LUMO: -0.118 Eh
- E_HOMO: -13.59 eV
- Maximum force: 3.4 eV/Å

This record from the OMol25 dataset describes a cluster of 2 separate species, C6H12NO in total in a non-equilibrium geometry. The level of theory is ωB97M-V with the def2-TZVPD basis set.

```
! wB97M-V def2-TZVPD RIJCOSX def2/J DEFGRID3
* xyz 1 1
C -2.0142 3.0786 -2.0120
C -0.9528 3.3397 -2.5017
C 0.0967 0.7530 0.0747
C -0.5259 -1.8464 0.1827
C 0.5900 -0.7335 2.1922
C 1.6541 -1.0545 0.0767
N 0.3471 -0.7247 0.7046
O -0.8747 0.6704 -0.7045
H -2.9717 2.9284 -1.5866
H -0.9356 1.6840 -1.0724
H -0.0653 3.6235 -2.9824
H -1.5175 -1.5868 0.4624
H -0.4917 -2.0515 -0.8952
H -0.0954 -2.7444 0.4472
H -0.0828 0.0690 2.5794
H 0.4100 -1.6403 2.6550
H 1.6082 -0.4175 2.4443
H 2.1875 -0.1469 0.1367
H 2.0565 -1.6586 0.7932
H 1.5775 -1.5416 -0.9942
*
```

Computed properties:
- Energy above the lowest of the compared OMol25 structures with the same formula, charge and spin: 532.5 kJ/mol
- Energy: -9941.58629 eV
- LUMO: -0.131 Eh
- E_HOMO: -14.30 eV
- Maximum force: 4.0 eV/Å

This record from the OMol25 dataset describes a structure of composition C19H19AuF6N2O2S2Sb. The level of theory is ωB97M-V with the def2-TZVPD basis set.

```
! wB97M-V def2-TZVPD RIJCOSX def2/J DEFGRID3
* xyz 0 2
Au 0.1483 -0.0186 -0.1247
N -2.2731 -2.2487 -0.8279
C -2.1414 -1.3344 -1.8075
N -1.2227 -0.4137 -1.8128
C -1.2972 0.4139 -2.9339
C -0.4441 1.4669 -3.2331
C -0.6742 2.1884 -4.3907
C -1.7370 1.8731 -5.2386
C -2.5919 0.8242 -4.9453
C -2.3550 0.1008 -3.7859
S -3.2395 -1.2705 -3.1572
H -1.4878 -2.3713 -0.2039
H -2.8627 -3.0481 -0.9788
H 0.3826 1.7052 -2.5754
H -0.0180 3.0108 -4.6416
H -1.8942 2.4518 -6.1386
H -3.4213 0.5816 -5.5960
C 6.8997 -5.9844 0.2734
C 7.1490 -6.5067 -1.1180
O 8.2274 -6.6127 -1.6194
S 5.6689 -7.0821 -2.0442
C 4.5577 -5.7462 -1.6648
C 3.3616 -5.9980 -1.0046
C 2.4905 -4.9591 -0.7176
C 2.8086 -3.6523 -1.0786
C 4.0116 -3.4045 -1.7468
C 4.8724 -4.4440 -2.0477
C 1.9304 -2.5590 -0.7683
C 1.2222 -1.6156 -0.5121
H 7.8504 -5.8802 0.7908
H 6.2387 -6.6616 0.8118
H 6.4096 -5.0115 0.2234
H 3.1205 -7.0101 -0.7067
H 1.5654 -5.1554 -0.1919
H 4.2588 -2.3889 -2.0249
H 5.7966 -4.2501 -2.5775
C -3.1550 1.9708 -0.1836
C -2.2240 1.9164 1.0014
O -0.8557 1.8218 0.5345
H -4.1866 1.9983 0.1678
H -3.0357 1.0936 -0.8180
H -2.9659 2.8603 -0.7838
H -2.4469 1.0679 1.6508
H -2.3015 2.8292 1.5917
H -0.2416 2.0437 1.2580
F 1.2417 1.0138 1.6894
Sb 2.7729 0.8592 2.9471
F 3.8109 1.5929 1.5654
F 2.2698 2.5857 3.5000
F 4.1925 0.7747 4.1583
F 1.5273 0.1179 4.1442
F 3.0891 -0.8520 2.2500
*
```

Computed properties:
- Energy above the lowest of the compared OMol25 structures with the same formula, charge and spin: 11.5 kJ/mol
- Energy: -75293.23927 eV
- LUMO (spin up / spin down): -0.012 / -0.079 Eh
- Expectation value of S²: 0.75
- E_HOMO (spin up / spin down): -8.56 / -8.53 eV
- Maximum force: 0.3 eV/Å

This record from the OMol25 dataset describes an isolated molecule of C18H15FN2O4 in a non-equilibrium geometry. The level of theory is ωB97M-V with the def2-TZVPD basis set.

```
! wB97M-V def2-TZVPD RIJCOSX def2/J DEFGRID3
* xyz 0 1
C -3.1314 -3.8312 0.3114
C -2.9042 -2.5498 -0.4881
O -3.5496 -1.4162 0.0587
C -3.1548 -0.9082 1.2635
C -2.0071 -1.2479 1.9701
C -1.7083 -0.6207 3.1693
C -2.5389 0.3546 3.6863
C -3.6872 0.7102 2.9979
C -3.9811 0.0817 1.8076
F -5.0992 0.4288 1.1386
C -1.4155 -2.3092 -0.7628
O -0.5738 -3.1868 -0.7865
N -1.1270 -1.0291 -1.0751
N 0.1943 -0.6385 -1.2723
C 0.5476 0.6356 -0.9263
O -0.2925 1.4511 -0.6004
C 1.9854 0.9116 -1.0591
C 3.0289 0.1176 -1.4521
C 4.1930 0.9315 -1.3841
C 5.5507 0.7391 -1.6461
C 6.4026 1.8023 -1.4562
C 5.9344 3.0442 -1.0138
C 4.5991 3.2617 -0.7471
C 3.7361 2.1914 -0.9381
O 2.4045 2.1649 -0.7461
H -2.8279 -3.7052 1.3471
H -2.5418 -4.6285 -0.1318
H -4.1840 -4.0992 0.2876
H -3.3818 -2.6593 -1.4720
H -1.3331 -2.0007 1.5922
H -0.8102 -0.9028 3.6970
H -2.2978 0.8400 4.6184
H -4.3579 1.4684 3.3692
H -1.7532 -0.2436 -0.9294
H 0.8266 -1.4274 -1.3179
H 2.9907 -0.9080 -1.7586
H 5.9125 -0.2182 -1.9878
H 7.4576 1.6826 -1.6515
H 6.6386 3.8509 -0.8789
H 4.2299 4.2151 -0.4064
*
```

Computed properties:
- Energy above the lowest of the compared OMol25 structures with the same formula, charge and spin: 59.1 kJ/mol
- Energy: -32796.52783 eV
- LUMO: 0.002 Eh
- E_HOMO: -8.73 eV
- Maximum force: 1.2 eV/Å
- SMILES: C[C@@H](Oc1ccccc1F)C(=O)NNC(=O)c1cc2ccccc2o1